Record 1
Molecular formula: C19H31F9OP2Pb
Method: DFT, wB97M-V/def2-TZVPD

## Properties
lowest unoccupied orbital energy = 0.209 eV
charge = 0
gap between HOMO and LUMO = 6.64 eV
spin multiplicity = 1
maximum force = 2.77 eV/Å
E = -70534.6365 eV

CARTESIAN COORDINATES (ANGSTROEM)
P 0.47888 -2.00176 0.56244
P 0.31304 1.25271 0.64934
C 0.15826 -1.04156 -0.99871
C 0.66295 0.40896 -0.95626
H -0.93546 -1.06884 -1.17159
H 0.65351 -1.58628 -1.82170
H 1.75814 0.44844 -1.10059
H 0.18640 0.99973 -1.76030
C -1.37928 1.86934 0.49873
H -1.63188 2.40981 1.41888
H -2.07732 1.03215 0.36374
H -1.40909 2.54166 -0.37526
C 1.29831 2.76529 0.71932
H 1.19228 3.29438 -0.24404
H 2.35182 2.51460 0.90881
H 0.91695 3.37718 1.54466
C -0.59026 -3.47049 0.51558
H -0.31070 -4.12298 1.35729
H -0.43382 -3.99217 -0.44480
H -1.64196 -3.15974 0.62963
C 2.13534 -2.68989 0.28002
H 2.89044 -1.89666 0.29626
H 2.13779 -3.19501 -0.69361
H 2.35188 -3.41071 1.07496
Pb 0.76740 -0.46885 2.91357
C 0.88095 1.26079 -4.34333
C -0.43088 1.29918 -4.10710
C -1.49284 0.58113 -4.89113
C -1.08508 -0.78885 -5.47806
C -0.40404 -1.68928 -4.47577
C 0.90367 -1.75028 -4.20190
C 1.98575 -0.97007 -4.89163
C 1.58860 0.43740 -5.39279
C 0.42273 -2.36671 4.17188
H 1.54895 1.97649 -3.84704
H -0.83163 2.05410 -3.42682
H -1.87570 1.19839 -5.72062
H -2.35605 0.41884 -4.22559
H -2.01690 -1.29361 -5.79569
H -0.50843 -0.65350 -6.40332
H -1.08145 -2.43903 -4.05198
H 1.28024 -2.55658 -3.57366
H 2.40147 -1.52681 -5.74897
H 2.82240 -0.85049 -4.18199
H 2.52599 0.96347 -5.65406
H 1.03127 0.36408 -6.33813
H 1.02295 -2.36599 5.09378
H 0.68550 -3.25289 3.57046
H -0.64185 -2.41840 4.45759
F -1.45639 3.30635 3.57228
C -2.01474 2.61599 4.61305
F -2.23267 3.50885 5.61836
F -3.21917 2.19307 4.17764
C -1.10022 1.40809 5.02091
O -0.95831 0.57387 3.94664
C 0.28259 1.96425 5.51406
F 0.18847 2.78863 6.59138
F 1.12494 0.93070 5.84669
F 0.91035 2.65591 4.50922
C -1.77833 0.60623 6.19873
F -1.92327 1.33314 7.34385
F -3.00368 0.16951 5.83910
F -1.03877 -0.49526 6.49758

These are the Mulliken partial charges, in e, on atoms 1 to 2: 0.518 0.639



Record 2
Molecular formula: C19H31FN4O3
Method: DFT, wB97M-V/def2-TZVPD

## Properties
lowest unoccupied orbital energy = 0.637 eV
charge = 0
gap between HOMO and LUMO = 9.11 eV
spin multiplicity = 1
maximum force = 2.37 eV/Å
energy above the lowest of the compared OMol25 structures with the same formula, charge and spin = 0.0 kJ/mol
structure (SMILES) = CNC(=O)[C@@H](NC(C)=O)C(C)C.CN(C)CCNC(=O)c1ccc(F)cc1
E = -35027.3062 eV

CARTESIAN COORDINATES (ANGSTROEM)
C -6.39286 -3.72471 -2.25964
N -5.69010 -2.47328 -2.53285
C -4.79725 -1.90179 -1.71626
O -4.51173 -2.39697 -0.63240
C -4.19422 -0.56251 -2.18256
N -5.23488 0.44596 -2.46543
C -5.98415 0.48059 -3.56724
C -6.99695 1.59595 -3.66498
O -5.88969 -0.34613 -4.46551
C -3.10847 0.00168 -1.23836
C -2.33406 1.13127 -1.93397
C -3.62685 0.54045 0.10333
H -6.78761 -3.71373 -1.24184
H -7.21761 -3.85176 -2.96185
H -5.70110 -4.56287 -2.35713
H -5.88820 -1.98836 -3.40282
H -3.69413 -0.79077 -3.12423
H -5.39749 1.15121 -1.76458
H -7.54593 1.49225 -4.60025
H -7.68908 1.53031 -2.82778
H -6.48272 2.55497 -3.64995
H -2.40283 -0.79928 -1.03417
H -1.51111 1.45891 -1.29844
H -1.91964 0.76889 -2.87479
H -2.98579 1.98045 -2.13637
H -2.78238 0.84810 0.72093
H -4.28329 1.39568 -0.04992
H -4.16894 -0.23872 0.63848
C 6.72137 2.43239 3.16283
N 7.14470 1.01708 3.20549
C 8.45619 0.81076 3.84750
C 6.93634 0.20728 1.98226
C 5.45776 -0.11070 1.73761
N 4.81172 0.96519 0.99248
C 3.56360 0.90051 0.41943
O 3.43079 1.67401 -0.51562
C 2.43521 0.05721 0.85897
C 1.45953 -0.31600 -0.08110
C 0.33716 -1.05031 0.30677
C 0.15103 -1.40960 1.63990
F -0.96224 -2.07793 2.01361
C 1.11535 -1.05557 2.58374
C 2.24500 -0.32221 2.20217
H 5.65617 2.51565 2.93179
H 6.88785 2.91335 4.13197
H 7.28855 2.97853 2.40232
H 8.63979 -0.25491 4.01781
H 9.25796 1.20654 3.21547
H 8.49519 1.31912 4.81653
H 7.37000 0.70992 1.11119
H 7.45908 -0.74818 2.09660
H 5.38640 -1.03753 1.15883
H 4.98636 -0.27858 2.70774
H 5.41930 1.63415 0.52780
H 1.57021 -0.02164 -1.12295
H -0.39917 -1.34864 -0.42927
H 0.96243 -1.33022 3.62268
H 2.93549 -0.00549 2.97605

These are the Mulliken partial charges, in e, on atoms 1 to 2: -0.997 -0.080



Record 3
Molecular formula: C19H31FeN3S4Si2Te
Method: DFT, wB97M-V/def2-TZVPD

## Properties
lowest unoccupied orbital energy (alpha / beta) = -2.868 / -5.142 eV
charge = +1
gap between HOMO and LUMO (alpha / beta) = 8.07 / 6.18 eV
spin multiplicity = 6
maximum force = 3.39 eV/Å
energy above the lowest of the compared OMol25 structures with the same formula, charge and spin = 11.0 kJ/mol
expectation value of S² = 8.77
E = -125447.8016 eV

CARTESIAN COORDINATES (ANGSTROEM)
Fe -0.39671 0.81508 0.23925
S -1.64230 1.33679 2.22712
S -2.37045 3.11050 2.07161
S -2.19844 3.76933 0.13555
S -0.42651 2.99778 -0.64534
C 4.52526 2.41250 -3.65730
Si 2.97558 2.44618 -2.70925
C 2.13140 4.12847 -3.07039
C 1.89948 1.13974 -3.49396
C 3.23008 2.13483 -0.94196
Te 2.30782 0.32859 -0.19720
C 3.39832 0.61806 1.61486
Si 2.36001 0.85431 3.13879
C 3.15942 0.59380 4.77743
C 0.94717 -0.36221 3.19673
C 1.66990 2.62661 2.77635
H 4.31094 2.15635 -4.72911
H 5.16897 1.61004 -3.21450
H 5.14295 3.38001 -3.70661
H 2.80766 4.88087 -3.44034
H 1.65555 4.45849 -2.17173
H 1.39448 4.02447 -3.83554
H 1.37630 1.54860 -4.37635
H 1.05486 0.80607 -2.88314
H 2.50718 0.28922 -3.82241
H 2.70655 2.90290 -0.46262
H 4.24899 2.20020 -0.63686
H 3.93812 1.61266 1.54229
H 4.12726 -0.18544 1.74312
H 3.14299 -0.46457 5.01327
H 2.48369 1.06261 5.51394
H 4.17191 1.00587 4.99889
H 1.26195 -1.31760 3.38288
H 0.32430 -0.52060 2.31542
H 0.14648 -0.16759 3.90855
H 2.29132 3.45975 2.91644
H 0.86757 2.59648 3.48608
H 1.28304 2.66374 1.78410
C -3.44795 -0.26830 -2.71510
C -2.24580 0.09621 -2.13254
N -1.90139 -0.19435 -0.82460
C -2.81088 -0.93410 -0.11476
C -3.99137 -1.41136 -0.63561
C -4.33912 -1.05146 -1.96032
C -4.97231 -2.28920 0.14905
C -4.81317 -3.47186 0.68799
C -3.69265 -4.39491 0.57266
C -3.83214 -5.62237 1.16425
C -2.76265 -6.50193 1.03933
N -1.71835 -6.19902 0.32303
C -1.68295 -4.99021 -0.21208
N -2.61486 -4.03695 -0.09732
H -3.73225 0.19460 -3.67206
H -1.50081 0.69575 -2.55169
H -2.59823 -1.11915 0.89329
H -5.26053 -1.51259 -2.32433
H -5.97949 -1.79453 0.07670
H -5.75156 -4.03684 1.00962
H -4.75460 -5.88173 1.69383
H -2.78420 -7.43557 1.58797
H -0.79587 -4.79303 -0.74536

These are the Mulliken partial charges, in e, on atoms 1 to 2: 0.741 -0.120



Record 4
Molecular formula: C19H31N2RuS
Method: DFT, wB97M-V/def2-TZVPD

## Properties
lowest unoccupied orbital energy (alpha / beta) = -3.390 / -4.311 eV
charge = +1
gap between HOMO and LUMO (alpha / beta) = 6.34 / 6.71 eV
spin multiplicity = 5
maximum force = 3.89 eV/Å
energy above the lowest of the compared OMol25 structures with the same formula, charge and spin = 47.8 kJ/mol
expectation value of S² = 6.03
E = -36591.8883 eV

CARTESIAN COORDINATES (ANGSTROEM)
C -0.32999 0.56078 -4.33259
C 0.23910 1.92447 -4.31082
C 0.41712 -0.46843 -5.11217
C -1.80182 0.47629 -4.42503
H 0.26566 -0.33484 -6.19820
H 0.07697 -1.48352 -4.88043
H 1.49768 -0.41098 -4.95138
H 0.18504 2.38225 -5.31391
H 1.29449 1.93786 -4.02694
H -0.32331 2.57842 -3.63559
H -2.14656 0.70436 -5.44775
H -2.28566 1.19628 -3.75865
H -2.16846 -0.52771 -4.19665
C 2.45428 -0.13006 0.20147
C 2.11735 -0.90846 -0.94992
C 1.76008 0.00193 -2.01565
H 2.27406 -1.97454 -1.08714
C 1.75581 1.34354 -1.44079
C 2.23407 1.23485 -0.09741
H 2.42775 2.06977 0.56597
H 2.82261 -0.53889 1.13774
H 1.73428 -0.25213 -3.06626
H 1.54663 2.25595 -1.99343
C -2.22930 -0.92789 -0.10225
C -1.22515 -1.80483 0.36854
C -0.36567 -2.14359 -0.72762
H -1.12012 -2.19505 1.37766
C -0.87045 -1.47360 -1.91369
C -1.99701 -0.65652 -1.48052
H -2.60828 -0.03679 -2.12764
H -3.06008 -0.52710 0.46697
H 0.41549 -2.89645 -0.71334
H -0.58338 -1.68101 -2.93724
Ru 0.11566 -0.07248 -0.87715
C -2.63941 0.09132 3.22323
N -1.30396 -0.00850 3.80210
C -1.23976 -0.00063 5.26924
C -0.23036 0.44229 3.09263
S -0.45435 1.31066 1.63088
N 1.00126 0.25792 3.63947
C 1.33232 -0.97814 4.35583
C 2.12943 1.13231 3.34840
H -3.37400 -0.08190 4.01273
H -2.77376 -0.66277 2.44187
H -2.80056 1.08310 2.77949
H -0.97404 -0.99008 5.65959
H -0.51001 0.73776 5.62136
H -2.22957 0.26029 5.65451
H 2.24558 -1.41829 3.93864
H 1.51383 -0.76378 5.41735
H 0.52722 -1.70937 4.26220
H 2.91283 0.59249 2.80570
H 1.79395 1.98357 2.75332
H 2.55446 1.49989 4.29330

These are the Mulliken partial charges, in e, on atoms 1 to 2: 1.715 -1.676



Record 5
Molecular formula: C19H31NO12S
Method: DFT, wB97M-V/def2-TZVPD

## Properties
lowest unoccupied orbital energy = 0.231 eV
charge = 0
gap between HOMO and LUMO = 10.01 eV
spin multiplicity = 1
maximum force = 0.38 eV/Å
E = -57101.3526 eV

CARTESIAN COORDINATES (ANGSTROEM)
N 3.91821 2.77187 -0.39422
C 3.10254 3.96121 -0.40605
O 2.44149 4.24427 0.55047
C 3.13392 4.83046 -1.64625
C 4.44873 5.60972 -1.73689
O 4.78761 5.96737 -3.07636
S 5.68686 4.90818 -3.90483
O 6.84076 5.62072 -4.38014
O 4.73376 4.85232 -5.21252
H 4.88951 2.98735 -0.59719
H 3.60516 2.12294 -1.11024
H 2.29610 5.52221 -1.58546
H 3.00860 4.21850 -2.53990
H 5.26832 5.03994 -1.28267
H 4.38186 6.55060 -1.19489
H 3.92557 4.35512 -5.01813
O 1.60538 5.42561 -4.21659
C 1.05669 6.48904 -4.17327
O 1.60586 7.54366 -3.52990
C 0.70580 8.66721 -3.54275
C -0.22750 8.41552 -4.72292
C -0.28506 6.89068 -4.75152
H 0.17132 8.68487 -2.59057
H 1.30354 9.57025 -3.63180
H -1.19411 8.89923 -4.60397
H 0.22975 8.78585 -5.64091
H -1.06251 6.48999 -4.09758
H -0.40847 6.45857 -5.74077
O 0.45996 -1.82996 2.30573
C 0.97895 -0.78891 2.59065
O 1.79215 -0.66386 3.66378
C 2.20269 0.70794 3.82441
C 2.03819 1.34076 2.44793
C 0.85946 0.54973 1.88899
H 1.55456 1.16951 4.57286
H 3.22437 0.70891 4.19531
H 1.87944 2.41528 2.48096
H 2.92551 1.15867 1.84178
H -0.10429 0.98514 2.16207
H 0.87902 0.40523 0.81197
O -2.12164 -8.20132 2.36479
C -1.63356 -7.13087 2.59681
O -0.82050 -6.92881 3.65790
C -0.46191 -5.53490 3.75097
C -0.66222 -4.97152 2.34996
C -1.81039 -5.83498 1.83430
H -1.12260 -5.06413 4.48237
H 0.56160 -5.47715 4.11178
H -0.85391 -3.90310 2.35005
H 0.23341 -5.14790 1.75252
H -2.79390 -5.43451 2.08893
H -1.79755 -6.02872 0.76550
O -5.00612 -6.39308 0.83599
C -5.65676 -7.34302 1.16081
O -6.79261 -7.69138 0.50174
C -7.43632 -8.79383 1.16143
C -6.33591 -9.48028 1.96476
C -5.42364 -8.30666 2.30558
H -8.22509 -8.39341 1.80308
H -7.88768 -9.42180 0.39712
H -6.71687 -10.02094 2.82831
H -5.80157 -10.18718 1.32885
H -5.72635 -7.79803 3.22429
H -4.36767 -8.55418 2.37354

These are the Mulliken partial charges, in e, on atoms 1 to 2: -0.487 -0.013



Record 6
Molecular formula: C19H32AsF5N6OS2Sn
Method: DFT, wB97M-V/def2-TZVPD

## Properties
lowest unoccupied orbital energy = -6.375 eV
charge = +2
gap between HOMO and LUMO = 5.58 eV
spin multiplicity = 1
maximum force = 1.98 eV/Å
energy above the lowest of the compared OMol25 structures with the same formula, charge and spin = 217.7 kJ/mol
E = -133124.9956 eV

CARTESIAN COORDINATES (ANGSTROEM)
Sn -0.09022 -0.24650 0.04916
N 1.65786 3.28444 2.31037
C 1.14566 2.08251 2.00681
S -0.44559 2.00898 1.30534
N 1.91180 1.04712 2.21996
N 1.30931 -0.13459 2.05393
C 2.03081 -1.18534 2.38271
C 1.51352 -2.49030 2.38224
C 2.34002 -3.54881 2.85168
C 1.85749 -4.80996 2.98180
C 0.49738 -5.07788 2.66572
C -0.32018 -4.09607 2.19721
C 0.15805 -2.77155 2.00045
O -0.63582 -1.86401 1.51580
H 1.14152 4.12564 2.13884
H 2.58198 3.33719 2.70526
H 3.02088 -1.01571 2.79634
H 3.36770 -3.32494 3.12310
H 2.49726 -5.60642 3.33845
H 0.11455 -6.08364 2.79438
H -1.35458 -4.29321 1.93556
N -4.67777 -0.17015 -3.98428
C -3.27035 -0.60017 -3.54922
C -2.27786 0.54640 -3.70989
C -2.22826 1.54894 -2.53002
N -0.93968 1.39734 -1.81073
C -3.38299 1.36028 -1.54011
C -3.54143 -0.08038 -1.02658
N -2.58261 -0.29653 0.08721
C -3.29747 -1.14102 -2.12943
H -4.68126 0.13273 -4.95479
H -5.00964 0.59929 -3.41760
H -5.33866 -0.93906 -3.89270
H -3.00272 -1.40590 -4.22952
H -2.44667 1.06762 -4.65856
H -1.30094 0.07465 -3.78546
H -2.31115 2.55462 -2.93824
H -0.85013 2.14111 -1.11478
H -0.14556 1.53066 -2.43436
H -4.31612 1.71535 -1.98823
H -3.22189 2.01990 -0.68157
H -4.55219 -0.19320 -0.64109
H -2.71546 -1.22273 0.50236
H -2.77174 0.37038 0.83512
H -4.01083 -1.96581 -2.04500
H -2.31274 -1.56516 -1.96192
F -0.25920 -1.66359 -2.93893
C 0.26865 -1.91759 -1.70550
F 1.60493 -1.91640 -1.87928
C -0.10040 -3.37162 -1.36136
F -0.12361 -4.14968 -2.44201
F 0.77699 -3.86294 -0.50077
F -1.33376 -3.39718 -0.80889
C 2.64546 0.00400 -4.31596
As 3.47536 0.30052 -2.61097
C 4.56501 -1.19220 -2.10753
C 4.72682 1.71228 -2.95992
S 2.18922 1.05889 -1.09237
H 3.43137 -0.05920 -5.06860
H 2.01548 0.86098 -4.52658
H 2.06125 -0.91062 -4.31886
H 5.35947 -1.28679 -2.84704
H 3.98603 -2.10832 -2.06129
H 4.99614 -0.97061 -1.13677
H 5.41456 1.38777 -3.74143
H 5.28208 1.93311 -2.05382
H 4.19558 2.60141 -3.28232

These are the Mulliken partial charges, in e, on atoms 1 to 2: 1.362 -0.420



Record 7
Molecular formula: C19H32BrF5N2O8S
Method: DFT, wB97M-V/def2-TZVPD

## Properties
lowest unoccupied orbital energy = 0.015 eV
charge = 0
gap between HOMO and LUMO = 9.07 eV
spin multiplicity = 1
maximum force = 7.96 eV/Å
energy above the lowest of the compared OMol25 structures with the same formula, charge and spin = 573.7 kJ/mol
structure (SMILES) = CC[C@H](Br)[C@@H](O[C@@](N)(CCCCOC=O)[C@@H](COC)O[C@@H](O)N=C(C)C)S(=O)(=O)C(F)(F)C(F)(F)F
E = -134037.7011 eV

CARTESIAN COORDINATES (ANGSTROEM)
C -3.97767 3.15861 -0.45529
C -4.23312 1.57092 -0.31284
C -3.31522 0.68464 -1.29278
Br -3.67414 -1.28789 -1.06302
C -1.71826 1.03537 -1.15691
O -1.02459 -0.14619 -0.75396
C -0.75543 -0.22143 0.65238
N -1.79290 0.46955 1.51109
C -0.80590 -1.77217 1.15810
C 0.42820 -2.66359 0.67624
C 0.34125 -3.14977 -0.85924
C -0.15326 -4.66720 -1.02544
O -0.48874 -5.02071 -2.39941
C 0.54442 -4.65288 -3.30017
O 1.67626 -5.20917 -3.28553
C 0.65642 0.45735 1.09368
C 1.66575 0.70725 -0.12571
O 1.91039 -0.43930 -0.96608
C 3.20910 -1.01818 -0.73534
O 0.45271 1.72929 1.79138
C 1.62359 2.11843 2.51918
O 2.02429 3.42842 1.97811
N 1.41655 2.25019 3.98614
C 2.54767 1.98980 4.64279
C 3.90709 2.83867 4.42638
C 2.65084 0.82559 5.75730
S -1.20185 1.52063 -2.91195
O 0.17518 2.17106 -2.92827
O -2.13823 2.58910 -3.46557
C -1.10096 0.07003 -4.07944
F -1.32610 -1.19434 -3.49598
F 0.21040 0.06351 -4.65838
C -2.10676 0.16904 -5.34955
F -2.00725 -1.08051 -6.02206
F -1.71861 1.16290 -6.25440
F -3.41857 0.30677 -4.86032
H -3.58899 3.39292 -1.50010
H -3.28457 3.48169 0.38801
H -4.98586 3.70339 -0.32995
H -4.20584 1.24604 0.77726
H -5.32102 1.39453 -0.66385
H -3.70714 0.90634 -2.35616
H -1.51893 1.97141 -0.54031
H -1.55620 0.33978 2.51141
H -2.64488 -0.10571 1.37708
H -1.79600 -2.28170 0.92744
H -0.73487 -1.70545 2.30849
H 0.39002 -3.63714 1.30329
H 1.41393 -2.16679 0.95139
H -0.35841 -2.50936 -1.50337
H 1.40068 -3.03047 -1.29333
H -1.12866 -4.75523 -0.41208
H 0.58388 -5.43926 -0.60210
H 0.42173 -3.83327 -4.09957
H 1.21463 -0.20848 1.85954
H 1.25383 1.61840 -0.70765
H 2.70549 1.05834 0.24556
H 4.08623 -0.30556 -0.90819
H 3.32388 -1.40899 0.34811
H 3.36737 -1.93796 -1.40900
H 2.53029 1.43680 2.36340
H 2.73580 3.26310 1.31135
H 4.49008 2.43830 3.52338
H 4.62208 2.73171 5.32768
H 3.70049 3.96322 4.32577
H 1.60943 0.44855 6.06993
H 3.21934 1.15809 6.68731
H 3.27961 -0.02100 5.28414

These are the Mulliken partial charges, in e, on atoms 1 to 2: -0.934 -0.276